# 1
C28H46O | wB97M-V/def2-TZVPD

```
75
Properties=species:S:1:pos:R:3:forces:R:3
C 1.878337 -1.160038 6.203042 -0.13 -0.15 -0.10
H 1.437310 -0.248883 5.804352 0.00 0.11 0.00
H 2.956757 -1.092947 6.097370 0.15 0.07 0.03
H 1.642140 -1.223557 7.263114 0.02 0.02 0.13
C 1.314402 -2.379295 5.465931 -0.10 0.00 0.14
C 1.531805 -2.271312 3.976923 -0.33 0.07 -0.04
C 0.496467 -2.050021 3.155657 0.01 -0.06 0.47
C 0.530956 -1.923855 1.720352 -0.01 0.04 -0.45
C -0.503702 -1.671152 0.905800 0.32 -0.12 0.05
C -1.912841 -1.417768 1.347729 0.03 0.16 0.18
H -1.998359 -1.430666 2.432987 -0.04 -0.08 -0.02
C -2.386617 -0.066469 0.810117 -0.16 -0.14 -0.09
C -2.280127 -0.025872 -0.710267 0.15 0.07 0.14
H -2.949872 -0.781801 -1.122935 -0.15 -0.04 -0.08
H -2.612170 0.950739 -1.067570 -0.06 -0.01 -0.12
C -0.851543 -0.281584 -1.204182 0.31 0.08 -0.14
C 0.047409 0.901885 -0.857042 -0.21 -0.12 0.05
H -0.414660 1.834091 -1.167095 0.03 0.14 0.01
H 0.227119 0.939086 0.215140 0.06 0.06 0.14
H 1.012267 0.809388 -1.352274 0.14 0.00 -0.07
C -0.285094 -1.575256 -0.575717 -0.05 -0.04 -0.07
H 0.792968 -1.586537 -0.771468 0.00 0.05 0.02
C -0.924267 -2.714885 -1.388787 0.05 -0.01 -0.02
H -1.821594 -3.085042 -0.895049 -0.02 -0.07 0.02
H -0.234788 -3.554078 -1.478023 -0.03 -0.04 0.07
C -1.268483 -2.107825 -2.758007 0.10 -0.01 -0.03
H -0.769429 -2.642800 -3.564833 -0.10 -0.02 -0.08
H -2.342558 -2.165487 -2.939616 -0.06 -0.02 -0.09
C -0.819413 -0.635798 -2.710262 -0.38 0.02 0.07
H 0.227611 -0.585728 -3.031352 0.08 0.03 0.00
C -1.636366 0.263532 -3.650687 0.32 -0.08 -0.10
C -1.103422 1.665200 -3.729415 -0.33 -0.11 0.07
C -1.824577 2.750932 -3.502346 0.01 0.24 -0.06
C -1.408535 4.186215 -3.697078 0.09 -0.04 0.03
C -0.404028 4.357741 -4.835082 -0.25 0.06 0.13
H -0.821008 3.948971 -5.753112 0.02 -0.02 -0.09
H 0.530425 3.846637 -4.628750 0.15 -0.06 -0.01
H -0.191598 5.411744 -4.996924 0.11 0.11 -0.05
H -2.317482 4.730973 -3.982408 0.04 -0.03 0.03
C -0.930362 4.804063 -2.358433 -0.04 0.18 -0.07
C -1.148641 6.316282 -2.341207 -0.05 -0.26 0.10
H -2.200006 6.559054 -2.480587 -0.10 0.07 -0.02
H -0.576810 6.797255 -3.131413 0.08 0.10 -0.10
H -0.825961 6.731412 -1.388727 0.04 0.12 0.07
C 0.530908 4.489002 -2.048281 -0.30 -0.05 0.02
H 0.741087 3.433962 -2.196779 0.12 -0.15 0.00
H 1.192706 5.070770 -2.684952 0.12 0.05 -0.08
H 0.753637 4.738685 -1.012880 0.07 0.01 0.09
H -1.550456 4.366905 -1.565701 0.02 0.01 -0.03
H -2.838929 2.630857 -3.137413 -0.14 -0.13 0.08
H -0.085761 1.739490 -4.086438 0.26 0.10 -0.11
H -2.676132 0.291811 -3.313022 -0.01 0.01 0.05
C -1.613711 -0.296211 -5.080701 -0.20 0.04 0.18
H -2.124248 0.390898 -5.752552 -0.02 0.02 -0.09
H -2.110876 -1.260304 -5.136608 -0.02 -0.15 -0.04
H -0.588635 -0.414079 -5.425970 0.15 -0.02 -0.08
H -1.784932 0.729175 1.252141 -0.01 0.06 0.05
H -3.425303 0.100400 1.105922 0.03 0.06 0.04
H -2.567295 -2.202109 0.956166 -0.05 -0.03 0.03
H 1.498910 -2.055753 1.254131 0.06 0.03 -0.14
H -0.477463 -1.948252 3.616351 -0.07 -0.02 0.14
C 2.955696 -2.452985 3.546711 0.05 -0.27 -0.10
H 3.052493 -2.408711 2.461200 0.05 0.04 0.01
C 3.500270 -3.798094 4.051742 -0.29 0.16 0.17
O 4.866834 -3.960746 3.727687 0.27 -0.01 -0.06
H 4.973817 -3.869079 2.774889 -0.01 -0.01 0.05
H 2.910324 -4.610866 3.593422 0.02 0.13 0.10
C 3.368045 -3.877728 5.568660 -0.03 -0.18 -0.33
H 3.738064 -4.846825 5.906649 0.05 0.01 0.03
C 1.915297 -3.692250 5.988622 0.01 0.08 -0.01
H 1.325727 -4.523461 5.593037 -0.03 -0.04 0.06
H 1.841447 -3.717821 7.077566 -0.06 -0.06 0.03
H 4.004651 -3.111180 6.011307 0.09 0.04 0.02
H 3.576524 -1.657331 3.967990 0.08 0.00 -0.01
H 0.235639 -2.404716 5.659242 0.08 0.00 -0.09
```
Positions in Å, forces in eV/Å.

Output
**HOMO-LUMO gap**: 0.317 Ha
**LUMO level**: 0.8 eV
**Largest force on an atom**: 0.48 eV/A
**SMILES**: CC(C)[C@@H](C)/C=C/[C@@H](C)[C@@H]1CC[C@@H]2/C(=C/C=C3\C[C@@H](O)CC[C@H]3C)CCC[C@@]21C

Results of the Mulliken charge analysis, in e, for atoms 1 through 6:
1. C -1.645
2. H 0.380
3. H 0.366
4. H 0.405
5. C 0.087
6. C 0.476

=====

# 2
C28H47BBrO15 | wB97M-V/def2-TZVPD

```
92
Properties=species:S:1:pos:R:3:forces:R:3
C -3.024267 -2.304821 -2.966672 -0.19 -0.21 0.10
C -2.835304 -3.412329 -1.917025 0.08 0.60 -0.06
O -2.828459 -4.703850 -2.554269 0.34 -0.02 0.09
C -1.597209 -3.178146 -1.046942 -0.30 -0.14 0.41
B -2.094629 -3.039342 0.502299 -0.48 -0.28 -0.44
Br -0.549433 -2.329183 1.697958 0.42 0.13 0.18
C -2.574736 -4.469330 1.096689 0.42 0.21 -0.06
O -3.190592 -4.495669 2.398001 -0.03 -0.06 0.05
O -4.269362 -3.551104 2.439642 -0.09 -0.17 0.05
H -2.072405 -1.883860 -3.289117 0.07 -0.04 -0.12
H -3.626797 -1.501418 -2.538684 0.09 0.15 0.00
H -3.568117 -2.699241 -3.825570 -0.05 0.05 -0.07
H -3.702528 -3.371915 -1.256544 -0.09 -0.17 -0.05
H -3.755935 -4.940193 -2.624984 -0.17 -0.11 -0.13
H -0.880410 -3.991403 -1.190857 0.07 -0.05 -0.03
H -1.121177 -2.241368 -1.336631 0.20 -0.01 -0.10
H -2.974248 -2.201056 0.537521 0.10 0.12 0.11
H -3.194785 -5.029429 0.383237 -0.21 0.08 0.01
H -1.676761 -5.076403 1.262100 -0.02 -0.10 0.05
H -3.838006 -2.794563 2.863421 0.08 0.11 -0.07
O 1.014239 -2.134634 -4.308447 0.18 0.17 -0.18
C 0.765303 -3.201135 -4.787226 -0.23 -0.07 0.30
O 0.801148 -3.421663 -6.129313 0.03 -0.02 -0.05
C 0.343522 -4.754603 -6.418698 -0.02 -0.08 0.02
C 0.556142 -5.543444 -5.131222 -0.01 0.08 0.06
C 0.345923 -4.463537 -4.071064 0.12 -0.23 -0.24
H -0.710707 -4.701130 -6.698580 -0.02 0.00 0.03
H 0.915286 -5.135174 -7.262559 0.03 0.08 -0.03
H -0.113626 -6.395261 -5.035855 -0.07 0.05 -0.02
H 1.582730 -5.912638 -5.090627 0.00 -0.01 -0.02
H -0.703770 -4.363588 -3.780468 0.02 -0.02 0.10
H 0.946738 -4.613491 -3.179405 -0.11 0.13 0.12
O -5.879626 -3.872062 -2.317123 -0.06 -0.28 -0.24
C -6.564977 -2.903910 -2.435718 0.11 0.14 0.30
O -6.517432 -2.102025 -3.529608 -0.08 -0.03 -0.08
C -7.350107 -0.949286 -3.337040 -0.05 0.06 0.04
C -8.367802 -1.358631 -2.275681 0.05 -0.08 0.06
C -7.555366 -2.342543 -1.434486 -0.19 0.15 -0.25
H -6.718101 -0.122333 -3.006382 0.00 0.00 0.03
H -7.800439 -0.689335 -4.292289 0.05 -0.04 -0.04
H -8.763581 -0.512123 -1.718341 0.06 0.03 0.00
H -9.205144 -1.875877 -2.747058 -0.01 0.01 -0.01
H -6.986021 -1.845829 -0.647170 0.03 -0.05 0.04
H -8.143658 -3.142999 -0.996618 0.09 -0.04 0.10
O 5.032487 1.487182 -0.211499 0.05 0.05 0.01
C 4.223009 1.278396 -1.070302 -0.06 -0.11 0.14
O 3.919989 2.217238 -1.999606 -0.06 0.03 -0.12
C 2.847473 1.748527 -2.846698 -0.03 -0.11 -0.05
C 2.888235 0.230463 -2.738769 -0.04 -0.05 0.14
C 3.389292 0.035936 -1.307041 0.04 0.12 -0.34
H 1.909852 2.167399 -2.475478 -0.01 -0.02 0.03
H 3.023814 2.115458 -3.854582 0.06 0.07 0.03
H 1.931953 -0.243147 -2.944664 0.00 0.01 0.01
H 3.616804 -0.169750 -3.445027 -0.01 0.00 -0.02
H 2.572436 0.024071 -0.582594 0.01 -0.05 0.04
H 3.995299 -0.854788 -1.172446 -0.03 -0.02 0.15
O -3.153529 -1.519852 4.467664 -0.03 0.12 -0.03
C -2.219156 -1.578580 5.210262 -0.03 -0.18 0.04
O -0.967847 -1.218965 4.862310 -0.11 0.20 0.08
C -0.052446 -1.477976 5.930118 0.08 -0.08 0.03
C -0.903346 -1.513919 7.196273 -0.11 -0.04 -0.03
C -2.225609 -2.054734 6.655502 0.22 0.18 0.10
H 0.435827 -2.434928 5.732672 0.00 -0.01 0.01
H 0.699755 -0.692760 5.933989 -0.01 0.02 -0.07
H -0.461997 -2.112948 7.990984 0.02 -0.04 -0.04
H -1.045256 -0.500282 7.574834 0.01 0.01 0.00
H -2.257298 -3.145280 6.647684 -0.04 -0.02 -0.01
H -3.100297 -1.673278 7.174352 -0.09 -0.09 -0.06
O 0.773910 6.317376 1.804687 -0.01 0.07 0.00
C 1.696965 5.614738 1.509844 -0.04 -0.09 0.09
O 2.360417 5.759262 0.337056 0.08 0.01 -0.07
C 3.368878 4.734121 0.200919 0.04 -0.07 0.13
C 3.659393 4.274577 1.624297 -0.07 -0.10 -0.03
C 2.304626 4.471423 2.299758 0.26 0.10 -0.11
H 2.972644 3.934196 -0.422765 -0.03 0.01 -0.02
H 4.232356 5.167230 -0.298330 -0.04 0.05 -0.05
H 4.046886 3.259120 1.666915 -0.05 -0.02 -0.08
H 4.383835 4.939294 2.086217 0.02 -0.05 -0.01
H 1.654417 3.600562 2.194900 -0.03 0.00 0.03
H 2.382818 4.742796 3.348417 -0.12 -0.01 0.03
O 4.646715 6.506429 3.639870 0.04 0.01 0.11
C 5.609376 7.159907 3.371242 -0.15 0.17 0.04
O 6.869243 6.748061 3.651330 0.08 -0.01 -0.01
C 7.818537 7.768334 3.301105 0.02 0.06 -0.04
C 7.111939 8.636078 2.264262 -0.11 -0.01 0.02
C 5.653628 8.524063 2.708611 0.30 -0.08 -0.19
H 8.069892 8.326468 4.205823 -0.01 0.02 0.00
H 8.716129 7.284931 2.924322 -0.02 -0.07 0.02
H 7.494645 9.653813 2.229435 0.00 0.01 0.06
H 7.229780 8.195854 1.273655 0.02 0.00 -0.01
H 5.388141 9.272321 3.456907 -0.05 0.01 0.00
H 4.939872 8.567435 1.890989 -0.12 0.02 0.08
```
Positions in Å, forces in eV/Å.

Output
**HOMO-LUMO gap**: 0.242 Ha
**LUMO level**: 1.9 eV
**Largest force on an atom**: 0.71 eV/A
**Total charge**: -1

Results of the Mulliken charge analysis, in e, for atoms 1 through 6:
1. C -1.687
2. C 0.918
3. O -0.620
4. C -0.702
5. B 0.212
6. Br -0.512

=====

# 3
C28H47BaBrNOP3 | wB97M-V/def2-TZVPD

```
82
Properties=species:S:1:pos:R:3:forces:R:3
C 1.795700 3.911590 -0.657494 0.21 0.08 -0.34
C 0.772795 3.443102 -1.508953 0.81 0.13 -0.36
C 1.106735 3.194199 -2.852991 0.27 0.27 0.05
C 2.422557 3.421846 -3.286110 -0.19 -0.09 0.60
N 3.395469 3.826144 -2.457987 -0.30 0.33 0.12
C 3.084326 4.109305 -1.182443 -0.49 -0.39 -0.26
C -0.565211 3.239952 -1.023866 -1.95 -0.71 1.19
C -1.676248 3.014538 -0.542689 1.71 0.29 -0.96
C -2.939895 2.780054 0.115609 -0.81 0.08 0.15
C -3.265004 1.481626 0.575790 0.30 0.07 0.21
C -4.257044 1.293276 1.565772 -0.14 0.40 -0.49
C -5.156721 2.344585 1.827921 0.32 0.46 -0.36
C -4.990433 3.593947 1.177138 0.41 -0.52 -0.09
C -3.857337 3.826240 0.381515 0.34 -0.19 0.19
Ba -0.669912 0.396111 1.846018 0.16 -0.40 -2.44
P 2.367393 -0.621156 -0.201589 0.08 0.23 -0.18
H 0.360183 2.867136 -3.570116 0.02 0.04 0.17
H 1.602230 4.154692 0.386743 -0.06 -0.03 -0.26
H 2.695292 3.272883 -4.340278 -0.08 0.00 0.55
H 3.891443 4.511916 -0.550238 -0.41 -0.30 -0.36
H -3.643709 4.817611 -0.050503 -0.30 -0.56 0.36
H -2.776126 0.637292 0.025201 -0.22 0.51 0.98
H -5.721979 4.393426 1.299510 0.19 -0.30 0.11
H -4.333955 0.353917 2.118763 -0.35 0.08 -0.52
C 3.065257 -2.317185 0.066633 -0.35 -0.06 0.20
C 4.169584 -2.791170 -0.870001 0.34 -0.28 -0.02
H 2.204590 -3.004246 0.002909 0.25 0.16 0.01
H 3.404972 -2.365776 1.111612 -0.11 0.02 -0.15
H 4.420467 -3.832861 -0.642618 -0.10 0.11 -0.07
H 3.863281 -2.748809 -1.917489 0.05 -0.04 0.12
H 5.098723 -2.224380 -0.759521 -0.28 -0.07 -0.05
C 2.599683 -0.364828 -2.045090 -0.47 0.05 0.09
C 3.964587 0.139321 -2.517149 0.22 0.03 -0.20
H 1.817133 0.353102 -2.348623 0.26 -0.22 0.06
H 2.351745 -1.313122 -2.552406 -0.02 0.28 0.29
H 3.982129 0.201159 -3.614230 -0.09 0.04 0.25
H 4.171466 1.146213 -2.132970 0.04 -0.26 -0.09
H 4.788192 -0.529698 -2.234920 -0.34 0.23 -0.10
C 3.626662 0.512066 0.556228 -0.12 0.00 0.01
C 5.064089 0.015806 0.591938 0.55 0.25 0.18
H 3.282678 0.703208 1.587147 0.11 -0.05 -0.16
H 3.555278 1.480313 0.040419 -0.04 -0.19 0.06
H 5.687956 0.724770 1.147949 -0.08 -0.11 -0.03
H 5.142684 -0.949750 1.099549 0.03 0.15 -0.08
H 5.515699 -0.072661 -0.401531 -0.22 0.01 0.30
Br -6.665427 2.083738 2.972798 0.74 0.06 -0.37
P -1.533758 -1.671179 -1.264179 0.06 0.54 0.25
C -0.644906 -2.625536 -2.579448 0.43 0.18 0.13
C -1.321296 -3.900171 -3.082598 0.08 -0.16 -0.37
H 0.355436 -2.858300 -2.162630 -0.45 0.03 -0.22
H -0.473001 -1.934072 -3.421825 0.06 -0.18 0.36
H -0.621473 -4.429897 -3.737635 -0.09 0.00 0.14
H -1.587968 -4.580132 -2.265680 0.03 0.13 -0.25
H -2.211272 -3.694403 -3.693800 0.23 -0.01 0.33
C -2.672889 -2.882350 -0.490436 0.07 -0.10 0.24
C -3.990173 -3.172128 -1.188940 -0.43 -0.49 0.13
H -2.853770 -2.512623 0.534124 -0.09 -0.13 -0.26
H -2.099223 -3.808955 -0.359704 -0.07 0.14 0.07
H -4.581762 -3.842559 -0.560290 -0.04 0.08 -0.01
H -4.588492 -2.273672 -1.346268 0.06 -0.05 -0.04
H -3.871671 -3.696662 -2.141338 0.09 0.25 0.14
C -2.657300 -0.538664 -2.210857 0.12 0.07 0.15
C -3.093554 -1.003962 -3.594937 -0.44 0.24 -0.23
H -2.140095 0.437457 -2.263696 -0.14 -0.33 -0.14
H -3.538579 -0.361760 -1.576904 0.12 -0.08 -0.17
H -3.684706 -0.207258 -4.059957 0.14 -0.11 -0.06
H -2.237846 -1.207640 -4.246280 -0.24 0.00 0.09
H -3.750546 -1.883501 -3.559712 0.37 0.21 0.03
C -0.822908 -0.825973 6.442732 -0.06 -0.02 0.90
P -0.285582 -0.314359 4.838707 -0.88 -1.52 0.73
C -0.711950 1.433172 4.676149 0.12 0.74 -0.04
C 1.486687 -0.539058 4.744153 0.60 0.31 0.06
O -1.019309 -1.115959 3.765116 0.57 0.69 -0.27
H -0.083141 -1.525003 6.864464 -0.42 0.12 -0.12
H -1.818930 -1.298293 6.401055 0.46 0.20 -0.08
H -0.867333 0.054644 7.097380 -0.01 -0.31 0.03
H -0.691425 1.922782 5.658411 0.07 -0.07 -0.27
H -0.001240 1.993501 4.039310 -0.29 -0.03 0.31
H -1.746209 1.523570 4.294354 0.32 0.03 0.22
H 1.722069 -1.412088 4.121313 -0.14 0.15 0.20
H 1.996686 0.343884 4.341310 -0.01 -0.14 -0.01
H 1.889450 -0.702311 5.753177 -0.04 0.03 -0.29
```
Positions in Å, forces in eV/Å.

Output
**HOMO-LUMO gap**: 0.272 Ha
**LUMO level**: -5.8 eV
**Largest force on an atom**: 2.48 eV/A
**Total charge**: +2

Results of the Mulliken charge analysis, in e, for atoms 1 through 6:
1. C -0.235
2. C 0.899
3. C -0.377
4. C -0.498
5. N -0.498
6. C -0.558

=====

Listing HOMO energy for the structures above in their given order: -0.2889 -0.1726 -0.4855 Eh.